Record 1
Here is C4H2N2O3 in the gas phase from OMol25. Energies are from ωB97M-V/def2-TZVPD.

Geometry as XYZ:
```
11
Properties=species:S:1:pos:R:3:forces:R:3
N 1.7685 2.4490 -0.1610 -1.10 -2.21 0.06
C 1.3311 1.3694 -0.0802 1.31 0.24 0.71
C 0.9071 -0.0722 0.0404 -0.61 2.36 -1.27
C 1.7765 -1.2848 -0.0077 0.03 0.37 -0.04
O 2.9626 -1.2214 0.0041 0.76 -0.14 0.00
N -0.3250 -0.3606 -0.0608 -0.50 -0.84 1.33
O -1.1889 0.6693 0.2015 0.88 0.23 -0.67
C -2.4965 0.2785 0.0605 -0.35 -0.04 -0.22
O -2.8545 -0.8070 -0.2503 -0.21 0.49 0.16
H 1.1924 -2.2170 -0.0160 -0.02 -0.03 -0.06
H -3.0734 1.1969 0.2695 -0.18 -0.45 -0.01
```
Forces are in eV/Å.

Properties
- SMILES = N#C/C(C=O)=N\OC=O
- HOMO level (eV) = -11.24
- ΔE to the lowest compared entry with this formula, charge and spin (eV) = 1.707


Record 2
Here is a molecular structure, C23H30IrN4O2PS2 from OMol25. Energies are from ωB97M-V/def2-TZVPD.

Geometry as XYZ:
```
63
Properties=species:S:1:pos:R:3:forces:R:3
Ir 0.1128 -0.1197 -0.4115 -0.66 -0.18 -0.77
C -0.3570 3.2434 -0.1021 -0.06 0.02 -0.01
N 0.1968 2.1131 -0.8747 -0.05 -0.23 0.13
C 1.6787 2.2541 -1.0376 0.04 0.30 0.16
C 2.2934 0.8597 -1.2201 0.31 -0.23 0.31
C 3.6760 0.8506 -1.8063 -0.11 0.19 -0.15
C 3.9524 0.0911 -2.8738 -0.03 -0.07 -0.03
C 2.9459 -0.7459 -3.5037 0.14 0.04 -0.01
C 1.6931 -0.7294 -2.9905 -0.09 0.03 0.14
N 1.3030 0.1208 -2.0123 0.37 0.03 -0.22
C -0.5031 2.1319 -2.1917 0.12 0.30 -0.11
C -1.7756 1.3326 -2.1911 -0.04 0.06 0.14
C -2.8858 1.7279 -2.9208 0.01 0.00 -0.01
C -4.0127 0.9219 -2.9230 -0.01 0.01 0.00
C -4.0022 -0.2473 -2.1814 -0.01 -0.01 0.01
C -2.8641 -0.5651 -1.4614 0.05 0.00 -0.06
N -1.7755 0.2036 -1.4738 -0.14 -0.16 -0.03
C -0.1788 3.2017 1.3953 0.10 -0.15 -0.10
C -0.4620 4.3181 2.1783 0.02 -0.02 0.04
C -0.3119 4.2071 3.5489 -0.02 0.03 0.00
C 0.1112 3.0004 4.0924 -0.01 -0.01 -0.03
C 0.3628 1.9495 3.2263 -0.04 0.16 0.04
N 0.2237 2.0561 1.9080 0.15 -0.14 0.22
H -1.4279 3.2965 -0.3174 -0.02 -0.04 0.06
H 0.0875 4.1715 -0.4843 -0.07 0.01 -0.04
H 2.0522 2.7131 -0.1204 0.06 -0.02 -0.02
H 1.9200 2.9169 -1.8760 -0.14 -0.01 -0.04
H 4.4523 1.4141 -1.2996 -0.01 0.01 0.00
H 4.9662 0.0665 -3.2581 0.00 -0.01 -0.01
H 3.1887 -1.3763 -4.3454 0.01 0.00 0.00
H 0.9108 -1.3716 -3.3866 0.00 -0.01 0.01
H 0.1689 1.7047 -2.9298 0.00 -0.04 0.00
H -0.7195 3.1645 -2.4880 0.02 0.01 0.02
H -2.8570 2.6556 -3.4768 -0.01 0.00 -0.01
H -4.8897 1.2085 -3.4885 0.00 0.00 0.00
H -4.8606 -0.9031 -2.1477 0.00 0.00 0.00
H -2.8031 -1.4559 -0.8500 0.00 -0.01 0.00
H -0.7917 5.2455 1.7263 0.01 0.00 -0.02
H -0.5245 5.0530 4.1902 0.01 0.00 0.00
H 0.2405 2.8829 5.1595 -0.01 -0.02 0.00
H 0.6815 0.9787 3.5910 0.01 0.01 0.01
C -2.2940 -5.3503 -0.4527 -0.01 -0.01 0.00
C -1.5289 -5.0363 0.8107 0.00 0.01 0.02
O -1.8285 -3.6838 1.2328 -0.07 0.08 0.03
P -0.6966 -2.5738 1.1604 0.08 0.01 -0.01
S -1.3542 -0.7545 1.5707 0.12 0.28 0.17
S 0.1452 -2.4437 -0.6600 0.11 -0.16 0.18
O 0.3130 -3.1438 2.2550 -0.01 -0.02 0.01
C 1.4725 -2.3597 2.6303 -0.01 -0.05 -0.03
C 1.3423 -1.9572 4.0793 0.01 0.01 0.02
H -2.0983 -6.3792 -0.7585 0.00 0.00 0.00
H -1.9876 -4.6834 -1.2583 0.01 0.00 0.00
H -3.3653 -5.2355 -0.2874 0.00 0.00 0.00
H -0.4527 -5.1490 0.6658 0.00 0.00 -0.01
H -1.8270 -5.6805 1.6369 0.01 -0.01 0.00
H 1.5523 -1.4912 1.9760 -0.01 0.01 0.02
H 2.3390 -2.9984 2.4618 0.01 0.01 0.00
H 0.4438 -1.3558 4.2217 0.00 0.00 -0.01
H 2.2130 -1.3711 4.3799 0.00 0.00 0.00
H 1.2768 -2.8347 4.7228 0.00 0.00 0.00
C 2.1023 0.0911 0.1160 -0.08 -0.02 0.06
H 2.2998 0.6621 1.0276 0.00 0.04 -0.03
H 2.7170 -0.8127 0.0974 -0.05 -0.04 -0.03
```
Forces are in eV/Å.

Properties
- HOMO level (eV) = -5.97
- ΔE to the lowest compared entry with this formula, charge and spin (eV) = 0.566


Record 3
Here is C4H9NS in the gas phase from OMol25. Energies are from ωB97M-V/def2-TZVPD.

Geometry as XYZ:
```
15
Properties=species:S:1:pos:R:3:forces:R:3
S -2.6065 -0.6758 -0.3059 -0.49 -0.43 0.65
C -1.4019 0.5598 0.2704 -0.83 0.53 -0.34
C -0.2121 0.6011 -0.7440 0.39 -0.55 3.16
C 0.6411 -0.6146 -0.3408 -1.30 0.62 -1.16
C 1.6609 -0.3993 0.6512 1.48 0.74 2.52
N 2.0227 -0.6573 -0.7059 1.92 0.51 -1.27
H -3.2008 -0.7875 0.9183 0.10 -0.10 -0.71
H -1.1526 0.2564 1.3178 0.40 0.49 -1.05
H -2.0056 1.4867 0.3006 0.79 -0.17 0.07
H -0.4942 0.5355 -1.7675 -0.51 0.09 -0.78
H 0.3636 1.5242 -0.5420 -0.16 -0.37 -0.35
H 0.0850 -1.5416 -0.3418 0.19 -0.25 -0.36
H 1.6625 0.6122 1.0670 0.26 0.11 -0.39
H 2.1455 -1.0604 1.3796 -0.93 -0.35 -0.22
H 2.4926 0.1606 -1.1572 -1.29 -0.84 0.22
```
Forces are in eV/Å.

Properties
- SMILES = SCC[C@@H]1CN1
- HOMO level (eV) = -8.88
- ΔE to the lowest compared entry with this formula, charge and spin (eV) = 1.911


Record 4
Here is 2 unconnected molecules or ions with the total composition CH2Br3N2 from OMol25. Energies are from ωB97M-V/def2-TZVPD.

Geometry as XYZ:
```
8
Properties=species:S:1:pos:R:3:forces:R:3
C -0.5389 0.3546 -0.0790 2.25 0.68 0.05
N 1.6382 0.8643 -0.2961 -2.94 0.62 -0.52
N -0.9079 -0.8391 -0.0058 -1.39 -0.62 0.05
Br -1.4591 1.8839 -0.0859 -0.29 0.12 -0.01
Br 2.6245 -0.5853 -0.2196 0.81 -1.05 0.31
Br -2.7896 -1.4562 0.1573 1.39 0.49 -0.17
H 1.7027 1.4122 0.5699 0.04 -0.39 0.25
H -0.2700 -1.6344 -0.0408 0.14 0.15 0.04
```
Forces are in eV/Å.

Properties
- total charge = +1
- HOMO level (spin up / spin down) (eV) = -14.03 / -14.22
- ΔE to the lowest compared entry with this formula, charge and spin (eV) = 3.272


Record 5
Here is a molecular structure, C4H7NO from OMol25. Energies are from ωB97M-V/def2-TZVPD.

Geometry as XYZ:
```
13
Properties=species:S:1:pos:R:3:forces:R:3
O -1.9035 0.5310 -0.2672 -0.26 -0.35 -0.21
C -0.5895 0.1459 -0.1085 0.09 0.12 0.05
C 0.5358 -0.0463 -1.1179 0.21 0.14 -0.25
N 1.2537 -0.1549 0.2231 0.10 0.01 0.61
C 0.4232 0.9715 0.7000 -0.15 0.76 0.21
C -0.0128 -1.0464 0.6563 1.19 0.64 0.37
H -2.3694 -0.1763 -0.7273 -0.13 0.07 -0.03
H 0.5444 -0.9573 -1.7357 0.01 0.22 0.30
H 0.8338 0.8301 -1.6980 0.12 -0.06 0.12
H 0.3741 0.9343 1.7916 -0.32 0.35 -0.14
H 0.7448 1.9395 0.3256 -0.17 0.28 -0.07
H 0.5622 -1.8507 0.2650 -1.72 -2.24 -0.68
H -0.3968 -1.1204 1.6931 1.03 0.05 -0.28
```
Forces are in eV/Å.

Properties
- HOMO level (eV) = -9.52
- ΔE to the lowest compared entry with this formula, charge and spin (eV) = 4.551


Energy
In order: -488.75328, -2506.07245, -610.68346, -7870.39266, -286.46441
Unit: Ha